Entry 1:
Here is a structure of composition C9H16N2PSZn in a non-equilibrium geometry from the OMol25 dataset. Energies are from the ωB97M-V functional and the def2-TZVPD basis.

Atoms and positions in Å:
C (-0.14, 0.81, -2.93)
C (0.05, 0.13, -4.14)
C (-0.01, -1.27, -4.26)
C (-0.62, -1.95, -3.15)
C (-1.06, -1.18, -2.06)
Zn (0.89, -0.64, -2.00)
P (0.02, 2.49, -0.87)
H (-0.05, 1.92, -3.03)
H (0.19, 0.70, -5.06)
H (0.14, -1.74, -5.26)
H (-1.74, -1.48, -1.22)
H (-0.79, -3.02, -3.36)
H (-1.22, 2.55, -0.15)
H (-0.19, 3.67, -1.62)
H (1.03, 3.06, -0.04)
S (2.17, -0.32, -0.04)
C (1.07, -0.28, 1.28)
N (0.89, 0.86, 1.97)
C (-0.01, 0.99, 3.12)
C (-0.09, -0.33, 3.88)
C (-0.38, -1.48, 2.92)
N (0.39, -1.36, 1.68)
H (1.25, 1.70, 1.56)
H (-1.02, 1.29, 2.78)
H (0.38, 1.80, 3.76)
H (-0.87, -0.29, 4.65)
H (0.87, -0.51, 4.40)
H (-1.46, -1.50, 2.68)
H (-0.14, -2.44, 3.40)
H (0.46, -2.17, 1.09)

Results
HOMO-LUMO gap (spin up / spin down) (eV): 5.0 / 3.5
Energy (Ha): -2980.6407
Total charge: -1

***

Entry 2:
Here is the ion C5H8N5 with charge +1 in a non-equilibrium geometry from the OMol25 dataset. Energies are from the ωB97M-V functional and the def2-TZVPD basis.

Atoms and positions in Å:
C (-1.36, 1.82, -0.09)
N (-0.31, 0.80, -0.07)
N (-0.78, -0.57, 0.09)
C (0.30, -1.48, 0.05)
N (0.07, -2.84, 0.03)
C (1.43, -0.69, -0.05)
N (2.79, -0.57, -0.07)
N (3.19, 0.68, -0.08)
C (2.15, 1.46, 0.08)
C (0.99, 0.76, -0.05)
H (-1.03, 2.81, 0.06)
H (-2.00, 1.79, -0.99)
H (-2.04, 1.47, 0.67)
H (-1.64, -0.84, 0.41)
H (0.91, -3.35, -0.05)
H (-0.69, -3.36, -0.12)
H (3.46, -1.24, -0.07)
H (2.32, 2.51, 0.15)

Results
HOMO-LUMO gap (eV): 8.8
Energy (Ha): -468.7792
Total charge: +1
SMILES: Cn1[nH]c(=[NH2+])c2[nH]ncc21